# 1
Formula: C28H31O4PS4Se2V
Source: the OMol25 dataset
Level of theory: ωB97M-V with the def2-TZVPD basis set

The geometry in XYZ format:
```
71
Properties=species:S:1:pos:R:3
V -0.443 0.450 -0.778
C 1.051 3.124 -3.492
C 1.438 1.686 -3.765
S 1.774 0.637 -2.309
C 3.334 1.262 -1.584
C 3.244 2.549 -0.790
S 1.956 2.467 0.513
C 2.077 4.215 1.057
C 0.810 4.704 1.730
S -0.764 4.446 0.837
C -0.694 5.531 -0.630
C 0.153 5.013 -1.774
S -0.282 3.285 -2.240
H 0.687 3.575 -4.418
H 1.907 3.697 -3.140
H 2.310 1.643 -4.421
H 0.599 1.168 -4.232
H 4.061 1.359 -2.392
H 3.632 0.441 -0.927
H 3.012 3.396 -1.437
H 4.202 2.732 -0.298
H 2.314 4.819 0.182
H 2.908 4.282 1.764
H 0.909 5.765 1.967
H 0.641 4.143 2.650
H -0.354 6.523 -0.327
H -1.738 5.583 -0.939
H 1.209 5.027 -1.509
H -0.001 5.638 -2.657
Se -1.631 1.255 1.161
P -0.711 -0.630 1.688
Se 1.085 -1.091 0.554
C -1.825 -2.071 1.570
C -3.181 -1.952 1.293
C -3.941 -3.104 1.166
C -3.352 -4.351 1.310
C -1.999 -4.461 1.594
C -1.235 -3.320 1.726
C -0.321 -0.501 3.471
C 0.977 -0.333 3.926
C 1.204 -0.102 5.272
C 0.137 -0.035 6.153
C -1.160 -0.190 5.692
C -1.395 -0.422 4.349
H -3.623 -0.973 1.147
H -4.993 -3.027 0.937
H -3.946 -5.244 1.189
H -1.542 -5.435 1.695
H -0.169 -3.380 1.925
H 1.799 -0.382 3.221
H 2.211 0.038 5.635
H 0.315 0.152 7.202
H -1.992 -0.114 6.377
H -2.403 -0.527 3.968
O -2.719 -0.619 -1.414
C -1.664 -0.673 -2.054
O -1.038 0.391 -2.441
C -1.019 -1.977 -2.391
C 0.061 -2.040 -3.265
C 0.742 -3.227 -3.501
C 0.303 -4.344 -2.830
O 0.789 -5.621 -2.875
C -0.046 -6.380 -2.028
O -1.023 -5.542 -1.452
C -0.798 -4.292 -1.968
C -1.483 -3.129 -1.738
H 0.368 -1.147 -3.792
H 1.584 -3.268 -4.170
H 0.564 -6.843 -1.237
H -0.540 -7.171 -2.618
H -2.342 -3.079 -1.089
```

Relative energy (zero: lowest compared OMol25 entry of this formula, charge and spin), kcal per mole: 61.4
Gap between HOMO and LUMO (spin up / spin down), eV: 7.076 / 8.028
LUMO level (spin up / spin down), eV: 0.22 / 0.22
2S+1: 4
Charge: 0
Calculated total energy, eV: -246740.4865
<S²>: 3.769

---

# 2
Formula: C28H32AuN7SSe
Source: the OMol25 dataset
Level of theory: ωB97M-V with the def2-TZVPD basis set

The geometry in XYZ format:
```
70
Properties=species:S:1:pos:R:3
Au -0.738 0.696 0.381
C 2.469 3.654 1.621
C 1.620 2.846 0.859
N 0.672 2.116 1.398
C 0.500 2.100 2.736
C 1.342 2.855 3.590
C 2.324 3.666 2.986
C 1.205 2.718 4.990
C 0.314 1.812 5.513
C -0.525 1.075 4.683
C -0.521 1.268 3.300
N -1.348 0.666 2.425
C -2.577 0.169 2.653
C -3.368 0.465 3.769
C -4.621 -0.117 3.935
C -5.128 -0.992 3.002
C -4.414 -1.249 1.812
C -4.925 -2.047 0.770
C -4.221 -2.159 -0.404
C -3.010 -1.472 -0.538
N -2.489 -0.760 0.438
C -3.149 -0.634 1.609
H 3.234 4.237 1.137
H 1.733 2.781 -0.214
H 2.969 4.264 3.615
H 1.851 3.295 5.633
H 0.260 1.656 6.580
H -1.159 0.315 5.112
H -3.011 1.192 4.483
H -5.198 0.147 4.811
H -6.096 -1.450 3.144
H -5.876 -2.542 0.899
H -4.596 -2.745 -1.228
H -2.464 -1.490 -1.472
C 3.335 -1.107 -0.565
N 2.455 -2.174 -0.179
C 2.202 -3.318 -0.886
C 1.382 -4.090 -0.128
N 1.136 -3.419 1.033
C 0.371 -3.871 2.163
C 1.786 -2.240 0.991
Se 1.690 -0.916 2.254
H 4.166 -1.509 -1.144
H 3.727 -0.630 0.333
H 2.806 -0.354 -1.155
H 2.622 -3.486 -1.855
H 0.974 -5.059 -0.327
H -0.067 -4.842 1.946
H -0.413 -3.143 2.381
H 1.017 -3.950 3.039
C 1.898 2.915 -5.579
C 0.604 2.107 -5.529
N 0.046 2.058 -4.185
C 0.109 1.190 -3.190
S -0.951 1.571 -1.881
N 0.876 0.104 -3.105
C 1.739 -0.488 -4.116
C 0.971 -1.412 -5.053
H 2.319 2.870 -6.579
H 2.636 2.528 -4.882
H 1.715 3.956 -5.336
H 0.750 1.104 -5.924
H -0.145 2.594 -6.158
H -0.538 2.855 -3.963
H 0.642 -0.499 -2.327
H 2.509 -1.056 -3.590
H 2.230 0.313 -4.662
H 0.606 -2.283 -4.517
H 1.617 -1.751 -5.855
H 0.118 -0.903 -5.497
```

Relative energy (zero: lowest compared OMol25 entry of this formula, charge and spin), kcal per mole: 2.6
Gap between HOMO and LUMO (spin up / spin down), eV: 4.103 / 4.102
LUMO level (spin up / spin down), eV: -8.11 / -8.11
2S+1: 1
Charge: +2
Calculated total energy, eV: -119846.1611